[1]
Below is C19H31N10O2V as an isolated structure, with properties calculated with ωB97M-V with the def2-TZVPD basis set.

Positions of all 63 atoms, in Å:
V -0.30511 -0.18505 -0.62623
N 4.59781 1.27150 -0.11392
C 3.07968 1.38017 -0.10442
C 2.66508 2.46652 -1.08614
C 1.16084 2.74331 -1.04171
N 0.38874 1.62648 -1.66556
C 0.69505 3.01923 0.38966
C 1.12946 1.98169 1.42327
N 0.32589 0.74345 1.30991
C 2.63028 1.68684 1.31695
H 4.96088 1.04991 -1.04538
H 4.93083 0.54787 0.52939
H 5.02797 2.15600 0.17602
H 2.73033 0.39815 -0.43085
H 2.97625 2.21543 -2.10428
H 3.17257 3.39943 -0.82040
H 0.99167 3.64934 -1.62643
H 0.79146 1.42769 -2.58014
H -0.54506 1.98006 -1.87667
H -0.39237 3.13038 0.41443
H 1.09807 3.98993 0.68774
H 0.97685 2.41467 2.41379
H -0.56515 0.89675 1.77781
H 0.74678 -0.02571 1.90688
H 2.89655 0.86823 1.99079
H 3.15949 2.57965 1.66652
N -1.97189 -3.93258 0.28368
C -1.81466 -2.72795 -0.24815
N -0.85020 -2.08439 0.39771
C -0.43204 -3.00074 1.34579
N -1.11233 -4.12046 1.28719
C 0.63956 -2.87725 2.35689
C 1.02677 -4.02645 3.05288
N 1.95976 -3.99844 3.99096
C 2.51683 -2.82342 4.25401
C 2.14479 -1.68256 3.56200
N 1.21514 -1.69909 2.60836
H -2.62288 -4.66213 0.02853
H -2.39292 -2.34579 -1.07295
H 0.56680 -4.98285 2.84357
H 3.27195 -2.78787 5.02921
H 2.59851 -0.72735 3.80325
O -2.25198 0.34566 -1.13066
N -3.26550 0.85147 -0.41073
C -4.00853 1.83282 -0.94587
C -5.08976 2.34156 -0.25843
C -5.40793 1.83181 0.99183
C -4.62697 0.81273 1.51978
C -3.55879 0.33141 0.79486
H -3.70468 2.16106 -1.92833
H -5.67559 3.12715 -0.71366
H -6.25515 2.21640 1.54244
H -4.84629 0.37703 2.48413
H -2.91857 -0.47764 1.11485
C 0.68098 -2.11379 -4.45766
C -0.35945 -1.45349 -3.60870
N -1.49002 -1.06957 -4.19196
O -0.19707 -1.27742 -2.38104
H 0.29441 -3.05694 -4.84691
H 1.56964 -2.31417 -3.86805
H 0.93296 -1.48826 -5.31437
H -1.66656 -1.24252 -5.16912
H -2.22319 -0.66789 -3.62636

Computed properties:
**Maximum force**: 0.018 hartree/bohr
**HOMO energy (spin up / spin down)**: -16.2 / -16.8 eV
**LUMO (spin up / spin down)**: -0.288 / -0.287 Eh
**Multiplicity**: 4
**ΔE to the lowest compared entry with this formula, charge and spin**: 0.754 eV
**Charge**: +3
**Orbital gap (spin up / spin down)**: 8.321 / 8.957 eV

Atom charges from the natural (NBO) analysis, given in e for atoms 1 to 6: atom 1 (V): 1.309, atom 2 (N): -0.668, atom 3 (C): -0.032, atom 4 (C): -0.445, atom 5 (C): -0.039, atom 6 (N): -0.875

[2]
Below is one molecule with the formula C19H31N3O3S in a non-equilibrium geometry, with properties calculated with ωB97M-V with the def2-TZVPD basis set.

Positions of all 57 atoms, in Å:
C -0.25857 -3.01116 3.75266
H 0.05436 -3.91549 4.26671
H -1.32851 -2.88500 3.88886
H 0.26388 -2.15888 4.18061
C 0.04029 -3.11873 2.26165
N -0.67170 -4.23156 1.66868
S -2.15624 -3.86133 1.02974
O -2.86874 -3.08285 2.00065
O -2.74243 -5.07709 0.55058
C -1.79001 -2.79167 -0.36657
C -1.98445 -1.43547 -0.22462
C -1.65293 -0.57331 -1.27090
C -1.12010 -1.10564 -2.44402
C -0.94013 -2.47260 -2.56713
C -1.27192 -3.32891 -1.52934
H -1.15543 -4.39674 -1.61415
H -0.53844 -2.87103 -3.48613
H -0.86040 -0.44379 -3.25355
N -1.86836 0.79055 -1.08005
C -1.55500 1.83515 -1.90733
O -1.06313 1.71222 -3.00683
C -1.82847 3.19940 -1.27171
N -0.80221 3.63841 -0.34523
C -0.84163 3.01178 0.95515
H -1.85006 3.10709 1.36091
H -0.55511 1.94948 0.96241
H -0.16575 3.54771 1.61874
C 0.52225 3.81348 -0.93204
C 1.45835 2.60097 -0.83936
C 2.75630 2.89492 -1.58645
C 3.44519 4.12539 -1.00437
C 2.51345 5.33263 -1.05333
C 1.21327 5.03389 -0.31304
H 1.43509 4.84235 0.73827
H 0.53905 5.88985 -0.36420
H 3.00348 6.19983 -0.60570
H 2.28982 5.57494 -2.09456
H 4.35941 4.33775 -1.56224
H 3.72548 3.92636 0.03301
H 3.42157 2.03086 -1.52261
H 2.53175 3.06606 -2.64133
H 1.68846 2.38688 0.20680
H 0.97874 1.72099 -1.27292
H 0.35959 4.02653 -1.99366
H -2.78697 3.18960 -0.74506
H -1.88403 3.93222 -2.08156
H -2.30693 1.02241 -0.19936
H -2.41274 -1.07040 0.69728
C 0.08049 -5.30362 1.06394
C 0.76488 -6.17454 2.11287
H 1.25875 -7.01246 1.62783
H 0.02542 -6.55604 2.81087
H 1.50817 -5.60588 2.66630
H 0.82617 -4.90832 0.35694
H -0.64867 -5.90106 0.51552
H -0.26669 -2.19286 1.76068
H 1.11209 -3.25323 2.09168

Computed properties:
**Maximum force**: 0.023 hartree/bohr
**HOMO energy**: -8.5 eV
**LUMO**: 0.019 Eh
**ΔE to the lowest compared entry with this formula, charge and spin**: 0.644 eV
**SMILES**: CCN(CC)S(=O)(=O)c1cccc(NC(=O)CN(C)C2CCCCC2)c1
**Charge**: 0
**Orbital gap**: 8.971 eV

Atom charges from the natural (NBO) analysis, given in e for atoms 1 to 6: atom 1 (C): -0.613, atom 2 (H): 0.206, atom 3 (H): 0.234, atom 4 (H): 0.205, atom 5 (C): -0.224, atom 6 (N): -0.689

[3]
Below is one molecule with the formula C19H31O5P in a non-equilibrium geometry, with properties calculated with ωB97M-V with the def2-TZVPD basis set.

Positions of all 56 atoms, in Å:
C 6.27910 2.89202 2.33279
O 6.41396 2.87038 0.92029
C 5.97026 1.64492 0.35506
C 4.51707 1.72521 -0.14528
C 4.02613 0.30941 -0.56566
C 3.05353 0.35491 -1.76953
C 1.89108 -0.69392 -1.71085
C 2.32190 -2.06085 -1.15398
C 1.15262 -3.09140 -1.03519
C -0.17294 -2.44657 -0.60866
C -1.20030 -3.44792 -0.03036
C -2.67937 -3.09475 -0.33777
P -3.25495 -1.41908 0.16541
C -2.91835 -1.34099 2.00406
O -3.21552 -0.00094 2.36373
O -3.32842 0.11822 3.76991
O -2.25706 -0.22245 -0.46789
C -2.92734 0.72323 -1.22779
O -2.49622 0.97957 -2.33223
C -4.12719 1.47866 -0.71370
C -4.06422 2.34400 0.35627
C -5.18788 3.03709 0.75000
C -6.39318 2.88651 0.09731
C -6.43430 2.01012 -0.97151
C -5.32843 1.30871 -1.38048
H 6.18389 3.94240 2.63279
H 5.33114 2.39569 2.60209
H 7.13093 2.41035 2.83519
H 6.02525 0.87543 1.14917
H 6.65039 1.29471 -0.43463
H 3.92684 2.12571 0.69226
H 4.45859 2.44133 -0.97604
H 3.59398 -0.14689 0.32870
H 4.93330 -0.21235 -0.90955
H 2.55199 1.33534 -1.71440
H 3.58450 0.34485 -2.72825
H 1.07651 -0.21544 -1.15811
H 1.57519 -0.84725 -2.75379
H 2.81969 -2.01719 -0.17934
H 3.06821 -2.46580 -1.85682
H 1.06493 -3.67257 -1.96452
H 1.47580 -3.80698 -0.25974
H -0.61068 -1.94151 -1.47815
H 0.05585 -1.70113 0.16676
H -1.02748 -3.57193 1.04934
H -0.97326 -4.43136 -0.47797
H -3.29481 -3.84280 0.18809
H -2.86342 -3.27527 -1.40522
H -1.82494 -1.47047 2.14778
H -3.50773 -2.07636 2.56651
H -2.78660 -0.58819 4.15722
H -3.12740 2.51481 0.88251
H -5.08458 3.73310 1.58182
H -7.26715 3.45401 0.40558
H -7.37626 1.89942 -1.50866
H -5.40260 0.65220 -2.24465

Computed properties:
**Maximum force**: 0.048 hartree/bohr
**HOMO energy**: -8.7 eV
**LUMO**: 0.020 Eh
**SMILES**: COCCCCCCCCCCP(COO)OC(=O)c1ccccc1
**Charge**: 0
**Orbital gap**: 9.190 eV

Atom charges from the natural (NBO) analysis, given in e for atoms 1 to 6: atom 1 (C): -0.249, atom 2 (O): -0.549, atom 3 (C): -0.054, atom 4 (C): -0.417, atom 5 (C): -0.410, atom 6 (C): -0.389

[4]
Below is C19H32AsF4MnN3O as an isolated structure in a non-equilibrium geometry, with properties calculated with ωB97M-V with the def2-TZVPD basis set.

Positions of all 61 atoms, in Å:
Mn -0.95695 0.17894 0.39664
C -3.70995 1.45829 -0.88992
N -2.24778 1.41800 -1.13564
C -2.03277 0.90101 -2.48227
C -1.60263 2.78266 -0.93338
C -0.11961 2.76909 -1.06569
N 0.39934 1.63926 -0.21416
C 1.72252 1.64445 0.10666
C 2.17178 1.00702 1.29821
F 1.21623 0.34078 2.03566
C 3.53978 1.02501 1.74509
F 3.84447 0.62584 2.95628
C 4.50154 1.59851 0.94288
C 4.08775 2.24770 -0.22833
F 4.96047 2.81473 -1.11969
C 2.75808 2.22049 -0.65298
F 2.56675 2.79524 -1.89145
H -4.15629 2.18992 -1.60750
H -3.91482 1.73980 0.12375
H -4.10353 0.49299 -1.24293
H -2.38250 1.61630 -3.23720
H -2.49393 -0.06958 -2.64565
H -0.98402 0.78181 -2.79018
H -1.94864 3.10752 0.04129
H -2.08533 3.40493 -1.72562
H 0.27715 3.63621 -0.64542
H 0.27242 2.68993 -2.05940
H 5.53867 1.63255 1.12837
N -2.61687 1.16780 3.86209
C -2.39217 0.64163 2.66468
O -1.88447 1.27870 1.71430
C -2.54526 -0.83327 2.51432
C -2.30660 -1.24438 1.07374
H -2.53689 2.10723 4.12338
H -2.95071 0.54519 4.55331
H -3.54546 -1.09964 2.86875
H -1.81395 -1.45826 3.12573
H -3.08780 -1.11904 0.38755
H -1.95069 -2.28007 0.93454
C 3.17219 -0.92941 -1.53758
C 1.70617 -0.81925 -1.99283
As 0.61827 -1.40100 -0.39310
C 1.82252 -2.25240 0.92504
C 1.14077 -2.79909 2.14688
C -0.17618 -2.98143 -1.05683
C -1.48119 -2.71449 -1.84378
H 3.86563 -0.44953 -2.26913
H 3.44700 -1.97607 -1.48554
H 3.34162 -0.36525 -0.62160
H 1.40212 -1.33098 -2.92228
H 1.36249 0.20204 -2.11694
H 2.48949 -1.50050 1.27318
H 2.29022 -3.16489 0.33963
H 0.49530 -2.01689 2.70039
H 1.88138 -3.15867 2.84566
H 0.50760 -3.61810 2.03709
H -0.45290 -3.62625 -0.18710
H 0.56215 -3.59105 -1.55536
H -2.12230 -1.98023 -1.35233
H -2.06074 -3.65443 -2.11604
H -1.29894 -2.26739 -2.84722

Computed properties:
**Maximum force**: 0.056 hartree/bohr
**HOMO energy (spin up / spin down)**: -10.3 / -10.4 eV
**LUMO (spin up / spin down)**: -0.123 / -0.099 Eh
**Multiplicity**: 5
**ΔE to the lowest compared entry with this formula, charge and spin**: 0.575 eV
**Charge**: +1
**Orbital gap (spin up / spin down)**: 6.966 / 7.747 eV

Atom charges from the natural (NBO) analysis, given in e for atoms 1 to 6: atom 1 (Mn): 1.338, atom 2 (C): -0.414, atom 3 (N): -0.502, atom 4 (C): -0.432, atom 5 (C): -0.216, atom 6 (C): -0.241

[5]
Below is a 4-piece molecular cluster, C19H32BrFN4O11P overall in a non-equilibrium geometry, with properties calculated with ωB97M-V with the def2-TZVPD basis set.

Positions of all 69 atoms, in Å:
C 0.87642 3.91558 -0.06619
C 1.34325 4.07676 -1.64324
Br 3.11988 5.07334 -1.61160
C 1.42589 2.64574 -2.46014
N 0.45935 1.61452 -1.89833
N -0.91234 1.60738 -2.22637
C -1.45819 0.45333 -1.41135
N -2.78558 0.10655 -1.40006
P -3.55906 -1.18449 -0.45430
O -2.43399 -2.30116 0.25606
O -4.39276 -0.39193 0.87513
N -0.36573 -0.21888 -0.61092
C 0.90856 0.52410 -0.94390
C 2.46218 0.34895 -0.45154
C 2.79843 -1.06636 0.30447
F 1.67421 -1.60859 1.12952
H -0.27578 4.03347 0.11008
H 1.23666 2.92311 0.43762
H 1.40648 4.80612 0.52384
H 0.55075 4.75743 -2.17223
H 2.55006 2.31547 -2.45061
H 1.15826 2.89025 -3.59167
H -1.42270 2.24564 -2.87411
H -3.42913 0.70395 -2.00174
H -2.43685 -2.08382 1.25334
H -3.72678 0.32861 1.16056
H 3.20305 0.51341 -1.36291
H 2.70167 1.23103 0.30913
H 3.72805 -0.94308 1.04171
H 3.11357 -1.84855 -0.54179
C -0.04400 -4.14944 1.45663
C -0.44576 -5.45674 2.10916
C -0.43782 -5.40553 3.60689
O -0.19168 -6.75467 3.95776
C 0.52638 -7.29250 2.92620
O 1.10563 -8.36389 2.97319
O 0.51228 -6.46767 1.83584
H -0.76178 -3.35592 1.68464
H 0.95029 -3.83168 1.78893
H 0.01499 -4.26917 0.36973
H -1.41429 -5.79231 1.72096
H -1.39118 -5.06410 4.01900
H 0.37098 -4.79059 4.01975
C 7.26189 0.88725 4.10257
C 5.83672 1.39451 4.19101
C 4.82006 0.30229 4.33013
O 3.66370 0.88631 3.75950
C 4.10882 1.78864 2.83395
O 3.40430 2.31883 1.99242
O 5.44991 2.01484 2.97442
H 7.56057 0.38219 5.02591
H 7.38181 0.19118 3.26524
H 7.95059 1.71820 3.91716
H 5.74710 2.13529 4.99386
H 4.64232 0.02638 5.37301
H 5.06628 -0.60058 3.75832
C -7.71999 2.09088 -4.69986
C -6.23588 2.04210 -5.00201
C -5.65497 0.66261 -4.92833
O -4.30282 0.91750 -4.59575
C -4.29636 2.09329 -3.89828
O -3.34539 2.51317 -3.26190
O -5.49930 2.73427 -4.00560
H -8.29481 1.53601 -5.44723
H -7.93500 1.67494 -3.70952
H -8.07114 3.12800 -4.68440
H -6.02991 2.51672 -5.96827
H -5.72750 0.12668 -5.87850
H -6.09286 0.04485 -4.13498

Computed properties:
**Maximum force**: 0.123 hartree/bohr
**HOMO energy**: -12.0 eV
**LUMO**: -0.116 Eh
**Charge**: +1
**Orbital gap**: 8.816 eV

Atom charges from the natural (NBO) analysis, given in e for atoms 1 to 6: atom 1 (C): -0.670, atom 2 (C): -0.246, atom 3 (Br): 0.017, atom 4 (C): -0.274, atom 5 (N): -0.211, atom 6 (N): -0.409

[6]
Below is C19H32HgNP as an isolated structure in a non-equilibrium geometry, with properties calculated with ωB97M-V with the def2-TZVPD basis set.

Positions of all 54 atoms, in Å:
C -2.79714 0.19833 -4.07785
C -2.60317 -1.02832 -3.44723
C -1.83039 -1.11034 -2.26453
C -1.26378 0.06369 -1.79185
C -1.49306 1.31441 -2.36972
C -2.27857 1.36706 -3.54028
C -1.67041 -2.41622 -1.54039
C -0.23820 -2.94054 -1.39139
N 0.81426 -1.92109 -1.18512
Hg -0.23470 -0.09447 0.08852
C -0.85613 2.55127 -1.77857
P 0.83930 2.01700 -1.23073
H -3.02273 -1.94116 -3.86306
H -2.41304 2.34131 -4.00924
H -3.36726 0.25199 -5.04769
H -1.37386 2.89592 -0.86382
H -0.75972 3.37189 -2.51270
H -2.11383 -2.35686 -0.53807
H -2.22057 -3.17917 -2.09964
H -0.21593 -3.60266 -0.51667
C 1.49453 3.30401 -0.16442
C 1.76890 2.02708 -2.75729
H 0.01900 -3.54075 -2.27805
C 1.37098 -1.43925 -2.45454
C 1.90364 -2.47008 -0.35088
H -0.77057 1.35806 1.05271
H 1.87115 -2.25062 -3.00377
H 0.59258 -1.01487 -3.08771
H 2.10529 -0.65400 -2.25791
H 2.50856 -3.22824 -0.87977
H 2.55762 -1.64041 -0.03730
H 1.47385 -2.91397 0.55609
H 1.83212 3.03795 -3.17862
H 2.77869 1.66608 -2.53754
H 1.34494 1.35810 -3.51512
H 1.67670 4.24156 -0.70594
H 0.82981 3.48381 0.69215
H 2.44754 2.92381 0.23167
H 1.11817 -0.01368 1.26364
C 0.50034 1.06968 4.86758
C -0.21442 -0.25472 4.65162
C 0.63713 -1.38663 5.20985
C -1.60062 -0.19672 5.27484
C -0.34058 -0.47151 3.21980
C -0.36028 -0.71067 2.02035
H 0.60359 1.20405 5.96734
H -0.08604 1.89396 4.41432
H 1.49265 1.04793 4.37175
H 0.73517 -1.23805 6.30384
H 0.17655 -2.36241 4.98274
H 1.63472 -1.36027 4.72546
H -2.16317 0.64974 4.83463
H -2.15715 -1.12404 5.06180
H -1.47725 -0.05188 6.36568

Computed properties:
**Maximum force**: 0.045 hartree/bohr
**HOMO energy (spin up / spin down)**: -6.0 / -6.9 eV
**LUMO (spin up / spin down)**: -0.021 / 0.003 Eh
**ΔE to the lowest compared entry with this formula, charge and spin**: 3.911 eV
**Charge**: 0
**Orbital gap (spin up / spin down)**: 5.467 / 7.017 eV

Atom charges from the natural (NBO) analysis, given in e for atoms 1 to 6: atom 1 (C): -0.228, atom 2 (C): -0.242, atom 3 (C): 0.040, atom 4 (C): -0.484, atom 5 (C): -0.082, atom 6 (C): -0.215